{"formula": "C4H5NS", "method": "wB97M-V/def2-TZVPD", "homo_lumo_gap_ev": 9.99, "lumo_ev": 0.745, "smiles": "N=C=S.C#CC", "total_energy_ha": -608.25948, "de_lowest_kj_mol": 239.43, "symbols": ["N", "C", "S", "H", "C", "C", "C", "H", "H", "H", "H"], "positions_angstrom": [[-2.50132, -0.61412, -1.21187], [-3.33474, 0.07164, -0.71234], [-4.63170, 0.59539, 0.05881], [-1.51447, -0.70190, -1.26548], [-0.03778, -1.68884, 0.65240], [0.20901, -0.51541, 0.46024], [0.92071, 0.74785, 0.42735], [-0.19979, -2.68033, 0.99840], [1.51632, 0.86308, -0.37506], [0.33096, 1.62228, 0.57019], [1.64575, 0.63668, 1.29572]], "mulliken_charge": [-0.342, 0.334, -0.307, 0.307, 0.071, -0.241, -1.127, 0.385, 0.356, 0.309, 0.255]}



{"formula": "C4H5NS", "method": "wB97M-V/def2-TZVPD", "homo_lumo_gap_ev": [8.81, 8.81], "lumo_ev": [0.193, 0.193], "smiles": "SC[C@@H]1C2=N[C@H]21", "total_energy_ha": -608.17005, "de_lowest_kj_mol": 474.23, "symbols": ["S", "C", "C", "C", "N", "C", "H", "H", "H", "H", "H"], "positions_angstrom": [[1.41802, -1.35479, -0.13385], [0.55296, 0.11337, 0.47808], [-0.93535, -0.34774, 0.65480], [-1.49936, -1.49051, -0.16500], [-2.73411, -1.10240, -0.22449], [-2.19209, 0.12338, -0.00135], [0.92401, -1.12515, -1.32605], [0.94806, 0.31530, 1.50891], [0.68322, 0.83434, -0.26887], [-1.28675, -0.66258, 1.60572], [-2.26778, 0.71992, -0.89514]], "mulliken_charge": [-0.182, -0.767, 0.504, -0.238, -0.344, -0.278, 0.120, 0.286, 0.405, 0.268, 0.226]}



{"formula": "C4H5NS2", "method": "wB97M-V/def2-TZVPD", "homo_lumo_gap_ev": 7.84, "lumo_ev": -0.532, "smiles": "NC=C(C=S)C=S", "total_energy_ha": -1006.51662, "de_lowest_kj_mol": 96.84, "symbols": ["N", "C", "C", "C", "S", "C", "S", "H", "H", "H", "H", "H"], "positions_angstrom": [[1.99400, 1.64675, 0.00193], [0.67519, 1.59314, -0.00757], [-0.12829, 0.45676, 0.00332], [0.38458, -0.88840, -0.00557], [1.95093, -1.40472, 0.00190], [-1.55998, 0.69264, -0.00440], [-2.77315, -0.38743, 0.00182], [2.50800, 0.75455, 0.00313], [2.48095, 2.54771, 0.01629], [0.19476, 2.57921, -0.01661], [-0.38245, -1.62312, -0.01946], [-1.83283, 1.76405, 0.02893]], "mulliken_charge": [-0.236, 0.044, 0.561, -0.292, -0.405, -0.431, -0.287, 0.046, 0.252, 0.269, 0.301, 0.177]}



{"formula": "C4H5NS2", "method": "wB97M-V/def2-TZVPD", "homo_lumo_gap_ev": 8.29, "lumo_ev": -0.825, "smiles": "N#CCCSC=S", "total_energy_ha": -1006.43530, "de_lowest_kj_mol": 310.33, "symbols": ["N", "C", "C", "C", "S", "C", "S", "H", "H", "H", "H", "H"], "positions_angstrom": [[-2.18954, 1.29738, 0.50948], [-1.61773, 0.36644, 0.89063], [-0.47061, -0.47173, 1.43563], [0.63347, -0.68648, 0.26459], [0.19069, -1.10866, -1.41212], [0.46942, 0.65324, -2.05192], [0.70543, 2.08543, -1.17823], [0.02117, -0.16115, 2.40206], [-0.90077, -1.42557, 1.50676], [1.14804, 0.37397, 0.25349], [1.12168, -1.46253, 0.66985], [0.88875, 0.53965, -3.29021]], "mulliken_charge": [-0.395, 0.143, -0.278, -0.683, -0.009, -0.083, -0.198, 0.354, 0.258, 0.152, 0.468, 0.273]}